Entry 1:
{
  "formula": "C4H13N3",
  "method": "ωB97M-V/def2-TZVPD",
  "lumo_energy_ev": [-9.77, -8.75],
  "charge": 2,
  "homo_energy_ev": [-16.99, -17.74],
  "elements": ["C", "C", "C", "C", "N", "N", "N", "H", "H", "H", "H", "H", "H", "H", "H", "H", "H", "H", "H", "H"],
  "coordinates": [[1.21, 0.69, 0.74], [-1.06, 0.03, -0.15], [-3.76, -0.73, 0.52], [-1.08, 0.60, -1.47], [-0.13, 0.09, 0.75], [2.20, -0.14, -0.17], [3.23, -0.62, 0.58], [1.12, 1.81, 0.38], [1.73, 0.72, 1.73], [-3.90, -1.49, -0.30], [-4.22, 0.19, 0.32], [-3.50, -1.33, 1.35], [-0.34, 0.14, -2.16], [-0.86, 1.68, -1.47], [-2.06, 0.42, -1.92], [-0.34, -0.02, 1.75], [1.62, -0.97, -0.46], [2.40, 0.41, -1.07], [4.02, -0.07, 0.81], [3.69, -1.41, 0.23]],
  "mulliken_charge": [-0.514, 0.323, -0.539, -1.053, -0.193, 0.100, -0.693, 0.357, 0.441, 0.330, 0.370, 0.385, 0.347, 0.407, 0.309, 0.275, 0.411, 0.397, 0.274, 0.266]
}

***

Entry 2:
{
  "formula": "C8H13N2O",
  "method": "ωB97M-V/def2-TZVPD",
  "lumo_energy_ev": -3.91,
  "charge": 1,
  "homo_energy_ev": -14.46,
  "elements": ["C", "C", "C", "C", "C", "C", "C", "C", "N", "N", "O", "H", "H", "H", "H", "H", "H", "H", "H", "H", "H", "H", "H", "H"],
  "coordinates": [[2.00, 0.96, 1.15], [-0.42, 1.76, -0.83], [2.39, 0.00, 0.07], [-2.68, 0.42, 0.66], [-2.16, -0.56, -0.32], [-1.21, -0.06, 0.81], [-0.04, 0.79, 0.28], [0.83, -1.87, -0.59], [0.80, 1.22, 1.25], [1.20, -0.38, -0.62], [-0.14, 1.59, -2.01], [2.71, 1.27, 1.94], [-0.70, 2.79, -0.44], [3.11, 0.66, -0.68], [2.81, -0.96, 0.50], [-3.04, 1.44, 0.43], [-3.19, 0.03, 1.42], [-2.61, -1.59, -0.31], [-1.95, -0.23, -1.30], [-0.98, -0.49, 1.87], [1.70, -2.57, -0.77], [0.40, -2.20, 0.37], [0.17, -2.02, -1.38], [1.00, 0.01, -1.52]],
  "mulliken_charge": [-0.437, -0.136, -0.396, -0.770, -0.709, -0.078, 1.110, -1.048, -0.563, -0.178, -0.458, 0.404, 0.387, 0.313, 0.364, 0.226, 0.346, 0.299, 0.278, 0.449, 0.389, 0.367, 0.396, 0.444]
}

***

Entry 3:
{
  "formula": "C14H14N2O3",
  "method": "ωB97M-V/def2-TZVPD",
  "lumo_energy_ev": 0.73,
  "homo_energy_ev": -8.74,
  "smiles": "Cc1ccccc1C(=O)NNC(=O)c1ccoc1C",
  "elements": ["C", "C", "C", "C", "C", "C", "C", "C", "O", "N", "N", "C", "O", "C", "C", "O", "C", "C", "H", "H", "C", "H", "H", "H", "H", "H", "H", "H", "H", "H", "H", "H", "H"],
  "coordinates": [[1.95, -2.72, -2.78], [2.75, -2.43, -1.55], [3.84, -3.22, -1.22], [4.59, -2.98, -0.08], [4.26, -1.93, 0.75], [3.17, -1.13, 0.44], [2.42, -1.37, -0.70], [1.28, -0.46, -1.02], [1.02, 0.00, -2.12], [0.53, -0.14, 0.06], [-0.57, 0.70, -0.09], [-1.43, 0.87, 0.94], [-1.22, 0.33, 2.02], [-2.57, 1.74, 0.65], [-3.58, 2.07, 1.53], [-4.46, 2.88, 0.93], [-4.04, 3.08, -0.34], [-2.89, 2.41, -0.57], [-2.35, 2.39, -1.50], [-4.65, 3.71, -0.96], [-3.79, 1.69, 2.95], [-2.98, 1.04, 3.26], [-4.75, 1.17, 3.05], [-3.82, 2.58, 3.58], [-0.69, 1.03, -1.04], [0.59, -0.54, 0.99], [2.93, -0.29, 1.08], [4.84, -1.73, 1.64], [5.43, -3.61, 0.16], [4.10, -4.05, -1.87], [0.94, -3.03, -2.51], [1.86, -1.82, -3.39], [2.42, -3.51, -3.37]],
  "mulliken_charge": [-1.392, 0.738, -0.686, -0.547, -0.752, -0.491, 0.607, 0.430, -0.683, -0.405, -0.192, 0.633, -0.770, 1.382, -0.167, -0.336, -0.675, -0.545, 0.438, 0.436, -1.315, 0.287, 0.305, 0.307, 0.322, 0.398, 0.530, 0.395, 0.383, 0.343, 0.298, 0.321, 0.406]
}

***

Entry 4:
{
  "formula": "C5H12N2O",
  "method": "ωB97M-V/def2-TZVPD",
  "lumo_energy_ev": -3.50,
  "homo_energy_ev": -7.91,
  "elements": ["N", "C", "C", "C", "C", "C", "N", "O", "H", "H", "H", "H", "H", "H", "H", "H", "H", "H", "H", "H"],
  "coordinates": [[-0.32, -0.40, 1.58], [0.72, -0.15, 0.51], [0.73, 1.31, -0.08], [-0.74, 1.90, -0.05], [-1.53, 1.98, 1.24], [0.49, -1.20, -0.67], [1.68, -1.67, -1.21], [-0.75, -1.41, -0.84], [-0.87, 0.59, 1.57], [-0.86, -1.14, 1.12], [1.73, -0.35, 0.95], [1.11, 1.18, -1.12], [1.11, 2.03, 0.74], [-1.29, 1.13, -0.62], [-0.59, 2.87, -0.54], [2.55, -1.25, -0.97], [-2.66, 1.85, 1.26], [-1.20, 2.65, 1.98], [-0.21, -3.50, -3.37], [-0.40, -3.33, -2.66]],
  "mulliken_charge": [-0.679, 0.057, -0.584, -0.690, -0.362, 0.470, -0.759, -0.677, 0.230, 0.392, 0.291, 0.418, 0.321, 0.335, 0.415, 0.216, 0.293, 0.324, 0.200, -0.210]
}

***

Entry 5:
{
  "formula": "C39H41N3O2PSSb2Ta",
  "method": "ωB97M-V/def2-TZVPD",
  "lumo_energy_ev": -6.84,
  "charge": 2,
  "homo_energy_ev": -13.06,
  "elements": ["Ta", "N", "C", "S", "N", "N", "C", "C", "C", "C", "C", "C", "C", "O", "H", "H", "H", "H", "H", "H", "H", "C", "Sb", "C", "C", "C", "C", "C", "C", "C", "C", "C", "Sb", "C", "C", "H", "H", "H", "H", "H", "H", "H", "H", "H", "H", "H", "H", "H", "H", "H", "H", "H", "H", "H", "H", "O", "C", "C", "C", "C", "C", "C", "C", "P", "C", "C", "C", "C", "C", "C", "C", "C", "C", "C", "C", "C", "H", "H", "H", "H", "H", "H", "H", "H", "H", "H", "H", "H", "H", "H"],
  "coordinates": [[0.15, 0.27, -1.12], [-2.09, -0.77, -5.01], [-1.70, -0.47, -3.76], [0.00, -0.10, -3.53], [-2.56, -0.48, -2.80], [-2.06, -0.15, -1.54], [-3.03, -0.11, -0.68], [-2.98, 0.22, 0.71], [-4.17, 0.26, 1.45], [-4.14, 0.60, 2.79], [-2.92, 0.88, 3.40], [-1.73, 0.83, 2.69], [-1.76, 0.50, 1.35], [-0.63, 0.43, 0.63], [-1.44, -0.72, -5.77], [-3.06, -0.94, -5.20], [-4.01, -0.34, -1.09], [-5.11, 0.05, 0.96], [-5.06, 0.64, 3.36], [-2.91, 1.14, 4.45], [-0.79, 1.03, 3.17], [-0.23, 3.51, -3.83], [-0.51, 3.00, -1.79], [-2.59, 3.30, -1.51], [0.28, 4.73, -0.81], [0.11, 4.70, 0.68], [-1.08, 5.19, 1.22], [-1.30, 5.21, 2.59], [-0.30, 4.76, 3.44], [0.88, 4.28, 2.92], [1.11, 4.23, 1.54], [2.40, 3.65, 1.05], [2.24, 1.50, 0.92], [2.09, 1.07, 3.00], [4.28, 0.97, 0.56], [-0.61, 4.52, -4.00], [-0.76, 2.81, -4.47], [0.83, 3.48, -4.08], [-2.87, 4.29, -1.86], [-2.83, 3.21, -0.46], [-3.14, 2.55, -2.08], [-0.29, 5.56, -1.23], [1.31, 4.87, -1.12], [-1.84, 5.59, 0.56], [-2.22, 5.61, 2.98], [-0.44, 4.81, 4.52], [1.67, 3.97, 3.59], [3.20, 3.85, 1.75], [2.71, 4.03, 0.08], [3.00, 1.41, 3.49], [1.96, 0.00, 3.16], [1.24, 1.60, 3.43], [4.92, 1.48, 1.27], [4.56, 1.27, -0.45], [4.42, -0.10, 0.66], [2.19, 0.64, -2.08], [2.09, -0.47, -1.54], [2.83, -1.69, -1.59], [4.13, -1.86, -2.08], [4.64, -3.15, -2.14], [3.85, -4.23, -1.77], [2.55, -4.07, -1.31], [2.04, -2.78, -1.20], [0.36, -2.36, -0.59], [-0.70, -3.70, -1.17], [-1.28, -3.62, -2.43], [-2.04, -4.67, -2.91], [-2.23, -5.81, -2.14], [-1.65, -5.90, -0.88], [-0.89, -4.85, -0.39], [0.49, -2.52, 1.21], [-0.68, -2.43, 1.96], [-0.63, -2.52, 3.34], [0.59, -2.71, 3.98], [1.75, -2.80, 3.23], [1.71, -2.69, 1.85], [4.72, -1.01, -2.39], [5.64, -3.32, -2.51], [4.26, -5.23, -1.85], [1.95, -4.93, -1.04], [-1.13, -2.75, -3.05], [-2.49, -4.61, -3.90], [-2.82, -6.63, -2.51], [-1.79, -6.79, -0.28], [-0.43, -4.92, 0.59], [-1.64, -2.30, 1.47], [-1.55, -2.47, 3.91], [0.62, -2.80, 5.06], [2.70, -2.96, 3.73], [2.63, -2.79, 1.29]],
  "mulliken_charge": [0.332, -0.377, 0.765, -0.537, -1.390, 1.047, -0.481, 0.727, -0.926, -1.007, -0.789, -0.320, 0.427, 0.443, 0.202, 0.250, 0.478, 0.521, 0.455, 0.559, 0.324, -1.243, 0.744, -1.420, -1.563, 0.751, -0.577, -0.853, -0.835, -0.470, 0.542, -1.573, 0.913, -1.203, -1.329, 0.436, 0.378, 0.382, 0.593, 0.345, 0.401, 0.760, 0.600, 0.459, 0.470, 0.475, 0.509, 0.706, 0.545, 0.577, 0.154, 0.289, 0.498, 0.391, 0.394, -0.619, 0.268, -0.246, -0.226, -0.860, -0.703, -0.496, 0.093, 1.710, 0.580, -0.306, -0.750, -0.616, -0.766, -0.442, 0.590, -0.515, -0.798, -0.681, -0.840, -0.694, 0.583, 0.479, 0.481, 0.570, 0.086, 0.455, 0.419, 0.456, 0.471, 0.641, 0.501, 0.437, 0.452, 0.333]
}

***

Entry 6:
{
  "formula": "C5H13N4",
  "method": "ωB97M-V/def2-TZVPD",
  "lumo_energy_ev": -3.98,
  "charge": 1,
  "homo_energy_ev": -11.23,
  "smiles": "CNCC/C=N\\[NH+]=C/N",
  "elements": ["C", "C", "C", "C", "C", "N", "N", "N", "N", "H", "H", "H", "H", "H", "H", "H", "H", "H", "H", "H", "H", "H"],
  "coordinates": [[-0.30, 0.36, -0.01], [-0.02, -0.66, -1.10], [2.31, -2.94, 0.16], [-2.46, 2.75, 1.22], [-0.82, 1.88, -0.54], [2.48, -3.65, -0.95], [1.59, -1.82, 0.02], [-1.20, 2.66, 0.55], [0.88, -1.62, -1.14], [-1.04, -0.16, 0.79], [0.58, 0.73, 0.67], [-0.57, -0.69, -2.07], [2.72, -3.29, 1.16], [-2.49, 1.89, 1.86], [-2.35, 3.63, 1.69], [-3.31, 2.84, 0.55], [-1.75, 1.82, -1.12], [-0.05, 2.34, -1.12], [2.80, -4.60, -0.80], [1.27, -1.24, 0.85], [-0.49, 3.07, 1.16], [2.22, -3.31, -1.84]],
  "mulliken_charge": [-0.501, -0.040, 0.136, -0.918, -0.752, -0.272, 0.170, -0.264, -0.603, 0.331, 0.254, 0.407, 0.320, 0.313, 0.379, 0.263, 0.353, 0.373, 0.261, 0.281, 0.229, 0.278]
}

***

Entry 7:
{
  "formula": "C5H8N2",
  "method": "ωB97M-V/def2-TZVPD",
  "lumo_energy_ev": [0.08, 0.28],
  "homo_energy_ev": [-6.49, -6.98],
  "elements": ["C", "N", "C", "N", "C", "C", "C", "H", "H", "H", "H", "H", "H", "H", "H"],
  "coordinates": [[1.27, -2.14, 0.26], [0.83, -0.84, 0.51], [0.29, -0.24, 1.56], [-0.57, 0.81, 1.24], [-0.65, 0.84, -0.05], [-1.36, 1.92, -0.80], [0.20, -0.24, -0.68], [2.19, -2.15, -0.32], [1.23, -2.79, 1.11], [-0.13, -1.26, -0.97], [0.42, -0.60, 2.56], [-2.07, 2.42, -0.13], [-0.65, 2.66, -1.17], [-1.90, 1.51, -1.66], [0.89, 0.12, -1.44]],
  "mulliken_charge": [-0.774, 0.078, -0.270, -0.619, 0.793, -1.135, -0.619, 0.218, 0.285, 0.398, 0.424, 0.325, 0.285, 0.328, 0.284]
}

***

Entry 8:
{
  "formula": "C28H18Cl3IrN5O3",
  "method": "ωB97M-V/def2-TZVPD",
  "lumo_energy_ev": [-0.58, -2.22],
  "multiplicity": 2,
  "homo_energy_ev": [-7.12, -7.13],
  "elements": ["Ir", "O", "C", "N", "C", "C", "C", "C", "C", "C", "N", "C", "O", "C", "C", "C", "C", "C", "N", "C", "C", "C", "C", "C", "N", "H", "H", "H", "H", "H", "H", "H", "H", "H", "H", "H", "H", "Cl", "C", "C", "C", "Cl", "C", "C", "C", "C", "N", "C", "C", "O", "H", "H", "H", "H", "Cl", "C", "H", "H"],
  "coordinates": [[-0.33, -0.13, 0.32], [2.25, -3.08, 1.16], [1.38, -2.37, 0.71], [0.36, -1.75, 1.37], [-0.65, -2.59, 1.90], [-0.41, -3.79, 2.57], [-1.49, -4.55, 3.00], [-2.79, -4.13, 2.77], [-3.04, -2.94, 2.09], [-1.97, -2.18, 1.64], [-2.05, -0.93, 1.00], [-3.01, -0.04, 1.33], [-4.19, -0.23, 1.55], [-2.38, 1.30, 1.66], [-3.12, 2.36, 2.16], [-2.45, 3.47, 2.63], [-1.06, 3.49, 2.62], [-0.39, 2.39, 2.10], [-1.03, 1.33, 1.63], [1.22, -2.20, -0.81], [1.96, -3.07, -1.63], [2.04, -3.13, -3.04], [1.49, -2.29, -3.95], [0.61, -1.13, -3.63], [0.26, -1.37, -1.14], [0.61, -4.09, 2.77], [-1.31, -5.48, 3.52], [-3.62, -4.73, 3.11], [-4.05, -2.61, 1.89], [-4.19, 2.27, 2.17], [-3.00, 4.32, 3.03], [-0.50, 4.33, 3.00], [0.70, 2.36, 2.06], [2.58, -3.75, -1.07], [2.68, -3.91, -3.43], [1.72, -2.44, -5.00], [0.00, -0.88, -4.50], [-2.10, 3.71, -2.48], [-0.49, 3.44, -1.91], [0.50, 4.41, -2.16], [1.78, 4.23, -1.74], [2.97, 5.45, -2.07], [2.15, 3.07, -1.03], [3.45, 2.78, -0.55], [3.68, 1.61, 0.12], [2.62, 0.71, 0.34], [1.40, 0.96, -0.10], [1.15, 2.12, -0.78], [-0.20, 2.27, -1.22], [-1.06, 1.32, -0.99], [0.22, 5.30, -2.71], [4.25, 3.48, -0.72], [4.66, 1.36, 0.50], [2.77, -0.21, 0.88], [1.66, 0.33, -3.39], [-0.34, -1.33, -2.46], [-0.86, -2.28, -2.62], [-1.08, -0.53, -2.45]],
  "mulliken_charge": [0.395, -0.647, -0.652, -0.015, 0.546, -0.530, -0.706, -0.611, -0.800, 0.159, 0.288, 0.009, -0.719, 0.686, -0.666, -0.290, -0.982, -0.039, 0.135, 1.679, -0.831, -0.235, -0.897, -0.007, 0.121, 0.510, 0.385, 0.391, 0.523, 0.505, 0.438, 0.439, 0.534, 0.484, 0.374, 0.415, 0.606, -0.240, 0.589, -0.463, 0.482, -0.275, -0.008, -0.927, -1.055, -0.317, 0.613, -0.240, 0.460, -0.974, 0.495, 0.454, 0.468, 0.467, -0.139, -1.384, 0.454, 0.543]
}

***

Calculated values (eV) of relative energy (zero: lowest compared OMol25 entry of this formula, charge and spin) for the records, taken in order: 8.161, 3.708, 1.087, 8.773, 0.144, 2.902, 3.571, 0.000.